(1)
Formula: C19H19Cl3N3O3SSn
Source: the OMol25 dataset
Level of theory: ωB97M-V/def2-TZVPD

Summary:
**Total charge**: +1
**E_LUMO**: -4.39 eV
**Multiplicity**: 1

Positions of all 49 atoms, in Å:
Sn (0.931, 0.090, -0.163)
N (-0.800, -0.123, -2.243)
C (-1.990, 0.756, -2.140)
C (-1.639, 2.145, -1.591)
C (-1.508, 2.096, -0.084)
O (-2.294, 2.612, 0.654)
O (-0.456, 1.387, 0.399)
H (-0.230, 0.191, -3.024)
H (-1.100, -1.059, -2.496)
H (-2.698, 0.270, -1.469)
H (-2.471, 0.862, -3.109)
H (-2.436, 2.838, -1.839)
H (-0.705, 2.514, -2.026)
Cl (2.594, -6.706, 5.192)
C (1.553, -5.329, 5.290)
C (0.766, -4.982, 4.207)
C (-0.054, -3.870, 4.308)
C (-0.107, -3.089, 5.458)
C (-1.046, -1.904, 5.473)
C (-0.295, -0.565, 5.457)
N (0.546, -0.458, 4.261)
C (1.896, -0.737, 4.189)
C (2.243, -0.634, 2.883)
N (1.117, -0.306, 2.152)
C (0.116, -0.212, 3.017)
O (-1.890, -1.948, 6.593)
C (-3.253, -1.611, 6.323)
C (-3.896, -2.552, 5.345)
C (-3.997, -3.898, 5.530)
Cl (-3.421, -4.789, 6.872)
S (-4.796, -4.685, 4.235)
C (-5.014, -3.203, 3.411)
C (-4.486, -2.159, 4.105)
C (0.699, -3.470, 6.534)
Cl (0.733, -2.575, 8.022)
C (1.521, -4.583, 6.455)
H (0.784, -5.583, 3.307)
H (-0.689, -3.606, 3.468)
H (-1.641, -1.963, 4.555)
H (0.332, -0.491, 6.338)
H (-1.015, 0.252, 5.469)
H (2.479, -0.970, 5.066)
H (3.208, -0.764, 2.421)
H (-0.900, 0.061, 2.765)
H (-3.338, -0.586, 5.946)
H (-3.745, -1.661, 7.291)
H (-5.536, -3.185, 2.465)
H (-4.522, -1.131, 3.761)
H (2.130, -4.866, 7.304)


(2)
Formula: C19H19ClN2O4S
Source: the OMol25 dataset
Level of theory: ωB97M-V/def2-TZVPD

Summary:
**SMILES**: O=C(N[C@H](N[C@H]1CCS(=O)(=O)C1)C(=O)c1ccccc1)c1ccc(Cl)cc1
**Total charge**: 0
**E_LUMO**: 0.32 eV
**Multiplicity**: 1

Positions of all 46 atoms, in Å:
O (1.968, 0.222, -2.298)
C (2.117, -0.218, -1.175)
N (1.072, -0.643, -0.420)
C (-0.272, -0.772, -0.976)
N (-1.167, 0.309, -0.697)
C (-0.894, 1.584, -1.331)
C (-2.213, 2.380, -1.398)
C (-2.595, 2.774, 0.018)
S (-0.992, 2.852, 0.902)
O (-0.742, 4.168, 1.418)
O (-0.919, 1.756, 1.841)
C (0.063, 2.456, -0.526)
C (-0.831, -2.129, -0.512)
O (-0.249, -3.148, -0.791)
C (-2.095, -2.114, 0.265)
C (-3.174, -2.848, -0.220)
C (-4.370, -2.870, 0.474)
C (-4.490, -2.183, 1.671)
C (-3.408, -1.480, 2.175)
C (-2.214, -1.440, 1.478)
C (3.446, -0.294, -0.505)
C (3.785, -1.336, 0.353)
C (5.042, -1.387, 0.926)
C (5.962, -0.388, 0.646)
Cl (7.526, -0.446, 1.370)
C (5.644, 0.651, -0.217)
C (4.390, 0.687, -0.795)
H (1.229, -0.949, 0.527)
H (-0.130, -0.827, -2.066)
H (-1.281, 0.448, 0.302)
H (-0.507, 1.395, -2.337)
H (-2.060, 3.268, -2.013)
H (-2.984, 1.765, -1.859)
H (-3.200, 2.020, 0.513)
H (-3.065, 3.748, 0.092)
H (0.325, 3.379, -1.032)
H (0.951, 1.939, -0.183)
H (-3.068, -3.388, -1.149)
H (-5.206, -3.431, 0.085)
H (-5.422, -2.205, 2.215)
H (-3.490, -0.958, 3.116)
H (-1.376, -0.904, 1.901)
H (3.084, -2.135, 0.548)
H (5.311, -2.199, 1.583)
H (6.373, 1.415, -0.435)
H (4.125, 1.476, -1.483)


(3)
Formula: C19H19ClN6O3S2
Source: the OMol25 dataset
Level of theory: ωB97M-V/def2-TZVPD

Summary:
**SMILES**: [H]/N=C(\N)c1ccc(N)c(CN2CC[C@H](NS(=O)(=O)c3cc4nc(Cl)ccc4s3)C2=O)c1
**Total charge**: 0
**E_LUMO**: -0.43 eV
**Multiplicity**: 1

Positions of all 50 atoms, in Å:
H (-0.109, -4.836, -2.871)
N (-0.723, -4.106, -2.530)
C (-0.198, -2.990, -2.283)
N (1.166, -3.027, -2.562)
C (-0.867, -1.746, -1.970)
C (-2.264, -1.762, -1.827)
C (-2.909, -0.531, -1.528)
C (-2.177, 0.656, -1.408)
N (-2.864, 1.801, -1.009)
C (-0.821, 0.628, -1.667)
C (-0.031, 1.928, -1.856)
N (0.743, 2.242, -0.685)
C (2.198, 2.354, -0.693)
C (2.508, 3.518, 0.248)
C (1.405, 3.432, 1.269)
N (1.872, 2.553, 2.346)
S (0.791, 1.907, 3.469)
O (-0.299, 2.824, 3.751)
O (1.662, 1.623, 4.612)
C (0.305, 0.373, 2.676)
C (1.103, -0.727, 2.494)
C (0.408, -1.835, 1.910)
N (0.932, -3.012, 1.624)
C (0.125, -3.999, 1.151)
Cl (0.770, -5.642, 0.968)
C (-1.238, -3.767, 0.953)
C (-1.794, -2.524, 1.210)
C (-0.918, -1.536, 1.676)
S (-1.317, 0.183, 2.018)
C (0.236, 2.959, 0.370)
O (-0.897, 3.321, 0.431)
C (-0.172, -0.548, -1.922)
H (1.567, -3.929, -2.441)
H (1.669, -2.231, -2.181)
H (-2.827, -2.694, -1.813)
H (-3.981, -0.598, -1.393)
H (-3.805, 1.679, -0.672)
H (-2.352, 2.529, -0.529)
H (0.651, 1.801, -2.695)
H (-0.726, 2.744, -2.104)
H (2.666, 2.557, -1.669)
H (2.541, 1.390, -0.322)
H (2.446, 4.501, -0.264)
H (3.506, 3.407, 0.681)
H (1.140, 4.401, 1.743)
H (2.649, 2.934, 2.841)
H (2.131, -0.832, 2.835)
H (-1.899, -4.587, 0.678)
H (-2.870, -2.315, 1.118)
H (0.866, -0.469, -2.178)


(4)
Formula: C19H19GdN5O4S
Source: the OMol25 dataset
Level of theory: ωB97M-V/def2-TZVPD

Summary:
**Total charge**: +1
**E_LUMO (spin up / spin down)**: -3.48 / -6.01 eV
**Multiplicity**: 8
**Expectation value of S²**: 16.148

Positions of all 49 atoms, in Å:
Gd (0.193, -0.292, -0.297)
C (0.004, 3.578, 1.442)
C (1.194, 2.900, 0.885)
N (1.252, 1.766, 0.228)
C (2.572, 1.587, -0.294)
C (3.331, 2.590, 0.343)
N (2.416, 3.418, 1.018)
C (4.776, 2.571, 0.568)
O (5.278, 3.310, 1.593)
O (5.548, 1.922, -0.103)
C (2.888, 0.421, -1.153)
O (2.302, -0.704, -0.873)
O (3.724, 0.631, -2.063)
H (-0.490, 4.204, 0.670)
H (0.370, 4.189, 2.304)
H (-0.734, 2.785, 1.720)
H (2.675, 4.397, 1.163)
H (4.670, 3.955, 1.975)
C (-0.603, 1.950, -2.921)
C (-1.564, 0.756, -2.796)
C (-2.894, 0.868, -3.253)
C (-3.679, -0.254, -3.193)
C (-3.093, -1.515, -2.780)
C (-3.784, -2.789, -2.760)
C (-3.084, -3.980, -2.481)
C (-1.736, -3.974, -2.142)
C (-1.057, -2.754, -1.966)
S (0.516, -2.874, -1.418)
C (-1.755, -1.540, -2.316)
N (-1.076, -0.365, -2.252)
H (-0.268, 2.058, -3.982)
H (0.309, 1.816, -2.320)
H (-1.025, 2.886, -2.517)
H (-3.325, 1.847, -3.624)
H (-4.809, -0.186, -3.422)
H (-4.900, -2.869, -2.866)
H (-3.555, -4.923, -2.594)
H (-1.184, -4.925, -2.096)
C (0.651, -3.254, 3.932)
N (-0.019, -1.967, 3.785)
C (-0.234, -1.056, 4.982)
C (-0.562, -1.725, 2.612)
N (-0.773, -1.201, 1.564)
H (1.762, -3.209, 3.777)
H (0.164, -3.954, 3.245)
H (0.491, -3.660, 4.930)
H (0.647, -1.053, 5.650)
H (-1.115, -1.357, 5.563)
H (-0.411, -0.025, 4.539)


(5)
Formula: C19H19IN2O2Tc
Source: the OMol25 dataset
Level of theory: ωB97M-V/def2-TZVPD

Summary:
**Total charge**: +2
**E_LUMO (spin up / spin down)**: -9.69 / -9.67 eV
**Multiplicity**: 4
**Expectation value of S²**: 3.799

Positions of all 44 atoms, in Å:
C (-3.407, -0.634, 2.643)
C (-2.389, -0.185, 3.617)
H (-4.425, -0.383, 3.014)
H (-3.403, -1.717, 2.550)
H (-3.291, -0.160, 1.661)
H (-1.514, -0.846, 3.590)
H (-2.065, 0.799, 3.262)
H (-2.733, -0.090, 4.653)
C (-0.516, -0.254, -3.076)
C (-0.832, -0.126, -4.417)
C (-0.160, 0.824, -5.190)
C (0.843, 1.621, -4.622)
H (-0.938, -0.983, -2.395)
H (-1.610, -0.777, -4.809)
H (-0.434, 0.921, -6.245)
H (1.407, 2.345, -5.203)
N (0.361, 0.617, -2.513)
C (1.094, 1.512, -3.237)
C (1.947, 2.346, -2.396)
N (1.780, 2.070, -1.063)
C (2.458, 2.738, -0.091)
C (3.391, 4.192, -1.768)
C (3.252, 3.830, -0.421)
H (2.315, 2.398, 0.938)
H (3.733, 4.395, 0.375)
C (2.764, 3.437, -2.752)
H (2.841, 3.669, -3.815)
H (3.987, 5.078, -2.029)
Tc (0.050, 1.065, -0.548)
I (-1.804, 2.725, -0.538)
O (1.092, -1.577, -0.494)
C (0.553, -1.403, 0.600)
O (0.055, -0.247, 0.964)
C (0.302, -2.475, 1.618)
C (-0.291, -3.671, 1.208)
C (-1.048, -4.384, 2.149)
C (-1.078, -3.941, 3.487)
C (-0.269, -2.875, 3.919)
C (0.464, -2.163, 2.968)
H (-0.119, -4.005, 0.180)
H (-1.613, -5.262, 1.829)
H (-1.696, -4.465, 4.204)
H (-0.245, -2.574, 4.972)
H (1.190, -1.386, 3.225)


| no. | largest force on an atom (eV Å⁻¹) |
| --- | --- |
| 1 | 0.52 |
| 2 | 0.69 |
| 3 | 3.85 |
| 4 | 4.31 |
| 5 | 3.29 |